Entry from OMol25: a cluster of 8 separate species, C36H56ClN2O23 in total (wB97M-V/def2-TZVPD).

```
118
C36H56ClN2O23 wB97M-V/def2-TZVPD
C -2.52 -1.18 -0.57
C -1.65 -0.71 -1.71
O -2.16 -0.22 -2.69
N -0.24 -0.96 -1.62
C 0.32 -1.30 -2.94
C 0.54 -0.04 -0.75
C 0.40 1.47 -1.06
C 1.13 2.08 -2.26
C 1.47 3.57 -2.04
Cl 0.19 1.95 -3.78
C 0.04 -0.26 0.72
C 1.08 -0.25 1.86
C 1.57 1.17 2.19
C 0.42 -0.84 3.13
N 2.27 -1.12 1.53
O 3.34 -0.79 2.13
C 2.41 -1.62 0.12
C 3.87 -2.00 -0.13
C 1.58 -2.89 -0.09
C 2.03 -0.44 -0.78
H -2.15 -2.10 -0.11
H -2.57 -0.40 0.20
H -3.53 -1.31 -0.95
H 1.07 -0.60 -3.30
H 0.80 -2.28 -2.87
H -0.46 -1.36 -3.69
H 0.81 1.97 -0.19
H -0.66 1.76 -1.11
H 2.06 1.55 -2.46
H 0.71 4.20 -2.49
H 2.44 3.81 -2.48
H 1.52 3.80 -0.97
H -0.44 -1.23 0.74
H -0.70 0.51 0.97
H 2.24 1.58 1.44
H 2.08 1.18 3.15
H 0.69 1.82 2.26
H 1.12 -1.51 3.62
H 0.17 -0.06 3.85
H -0.48 -1.41 2.89
H 4.50 -1.12 -0.23
H 3.91 -2.57 -1.06
H 4.24 -2.62 0.69
H 1.96 -3.68 0.56
H 0.52 -2.77 0.09
H 1.70 -3.23 -1.12
H 2.39 -0.63 -1.79
H 2.60 0.42 -0.41
C -2.80 4.63 -5.51
C -1.50 4.17 -6.13
O -1.62 4.65 -7.47
C -2.48 5.69 -7.49
O -2.67 6.41 -8.41
O -3.11 5.79 -6.29
H -2.71 4.91 -4.46
H -3.61 3.91 -5.64
H -0.63 4.63 -5.66
H -1.37 3.09 -6.13
C -2.54 2.67 2.18
C -2.88 4.08 2.59
O -2.16 4.87 1.62
C -1.95 4.11 0.53
O -1.54 4.50 -0.51
O -2.28 2.82 0.77
H -3.35 1.96 2.33
H -1.63 2.30 2.65
H -3.94 4.30 2.49
H -2.56 4.34 3.59
C 0.03 -6.54 -3.51
C 0.47 -5.79 -2.27
O 1.39 -4.84 -2.81
C 1.10 -4.65 -4.12
O 1.57 -3.78 -4.79
O 0.20 -5.56 -4.54
H -1.00 -6.87 -3.49
H 0.68 -7.39 -3.73
H -0.35 -5.25 -1.79
H 0.96 -6.40 -1.52
C 1.14 -5.23 3.41
C 1.10 -6.66 3.92
O 0.32 -7.32 2.91
C 0.42 -6.61 1.76
O 0.04 -6.97 0.70
O 1.02 -5.42 2.00
H 2.07 -4.72 3.64
H 0.30 -4.64 3.76
H 2.08 -7.12 3.96
H 0.60 -6.77 4.88
C -3.84 5.82 7.02
C -3.83 4.69 8.04
O -4.45 3.62 7.31
C -4.30 3.85 5.99
O -4.57 3.08 5.13
O -3.81 5.09 5.78
H -2.97 6.47 7.08
H -4.75 6.40 7.05
H -2.81 4.38 8.31
H -4.40 4.90 8.93
C -4.70 3.07 -2.73
C -4.17 2.05 -1.75
O -5.25 1.95 -0.81
C -6.39 2.34 -1.42
O -7.48 2.22 -0.97
O -6.12 2.88 -2.63
H -4.38 2.90 -3.76
H -4.46 4.10 -2.44
H -4.01 1.07 -2.22
H -3.26 2.36 -1.25
C 8.70 -2.25 1.46
C 8.25 -2.47 0.03
O 7.49 -3.67 0.13
C 7.06 -3.80 1.41
O 6.26 -4.60 1.78
O 7.66 -2.88 2.20
H 8.77 -1.20 1.74
H 9.65 -2.75 1.68
H 7.59 -1.67 -0.33
H 9.06 -2.61 -0.68
```

Properties
2S+1   2
Frontier orbital gap (alpha / beta)   0.305 / 0.334 Ha
HOMO energy (alpha / beta)   -8.23 / -9.00 eV
LUMO energy (alpha / beta)   0.003 / 0.003 hartree
Expectation value of S²   0.754

Mulliken population analysis, charges in e, atoms 1 to 8: number 1, C, carries -1.2088; number 2, C, carries 0.6732; number 3, O, carries -0.5589; number 4, N, carries 0.9609; number 5, C, carries -0.9852; number 6, C, carries 1.5912; number 7, C, carries -0.5211; number 8, C, carries 0.3109